Molecular formula: C25H30N4O3
Method: DFT, wB97M-V/def2-TZVPD

Each line ends with the Löwdin charge.
Element x y z (Å)
1 O -5.44 -1.04 2.07  0.035
2 O -8.11 0.49 -6.58  0.054
3 O -8.71 -1.62 -6.52  0.056
4 N -0.58 -2.96 0.19  -0.046
5 N 0.34 -2.66 1.09  0.098
6 N 0.02 -1.42 1.53  -0.018
7 N -8.23 -0.60 -5.97  -0.322
8 C -1.09 -0.95 0.89  -0.134
9 C 0.91 -4.74 -0.13  -0.075
10 C -6.99 -2.81 2.46  -0.015
11 C -0.10 -1.98 3.92  -0.042
12 C -0.43 -4.20 -0.55  -0.377
13 C -7.78 -0.69 -4.63  -0.155
14 C -6.52 -1.94 0.15  -0.008
15 C -2.56 2.95 1.71  -0.088
16 C -6.53 0.28 -2.81  -0.002
17 C -1.25 2.78 1.25  -0.091
18 C 0.52 -1.06 2.87  -0.354
19 C -2.93 0.57 1.53  -0.030
20 C -0.75 1.52 0.99  -0.036
21 C -6.58 -0.95 -2.09  -0.180
22 C -1.59 0.38 1.13  -0.166
23 C -7.86 -1.92 -3.94  0.018
24 C -3.40 1.84 1.85  -0.073
25 C 2.02 -1.21 2.83  -0.056
26 C -7.15 0.43 -4.04  0.016
27 C -2.76 -2.08 -0.65  0.002
28 C -6.23 -1.85 1.57  -0.427
29 C -1.57 -1.98 0.06  -0.240
30 C -1.58 -5.14 -0.27  -0.049
31 C -7.26 -2.04 -2.70  -0.007
32 C -6.02 -1.06 -0.76  -0.011
33 H -2.52 -4.74 -0.63  0.054
34 H 1.71 -4.06 -0.43  0.082
35 H -1.18 -1.80 4.00  0.084
36 H 2.28 -2.19 2.41  0.076
37 H -2.94 3.94 1.94  0.099
38 H -8.37 -2.75 -4.41  0.120
39 H -1.39 -6.09 -0.78  0.085
40 H -7.31 -3.00 -2.19  0.112
41 H -5.31 -0.29 -0.45  0.115
42 H 2.47 -0.42 2.22  0.081
43 H -7.14 1.37 -4.58  0.122
44 H -6.29 -3.55 2.86  0.094
45 H -0.61 3.65 1.11  0.101
46 H 0.27 1.36 0.63  0.117
47 H -7.40 -2.25 3.31  0.090
48 H -6.03 1.14 -2.36  0.122
49 H 2.43 -1.14 3.85  0.083
50 H -7.79 -3.32 1.93  0.073
51 H 0.08 -3.03 3.64  0.082
52 H 1.09 -5.71 -0.60  0.082
53 H 0.36 -1.79 4.89  0.083
54 H -0.45 -3.91 -1.61  0.152
55 H -2.92 -2.94 -1.28  0.010
56 H -1.64 -5.33 0.80  0.094
57 H 0.96 -4.84 0.96  0.079
58 H -7.23 -2.71 -0.14  0.104
59 H 0.22 -0.02 3.03  0.139
60 H -4.42 1.93 2.21  0.106
61 H -3.56 -0.31 1.61  0.081
62 H -3.41 -1.21 -0.61  0.002

Output
M: 434.54 g/mol
E_HOMO: -0.2165 Eh
F_max: 3.42 eV/Å
LUMO: -1.40 eV
Calculated total energy: -1415.17445 Ha
Energy above the lowest of the compared OMol25 structures with the same formula, charge and spin: 890.9 kJ/mol


Molecular formula: CH4O2P
Method: DFT, wB97M-V/def2-TZVPD

Each line ends with the Löwdin charge.
Element x y z (Å)
1 P -1.45 -0.21 0.51  0.704
2 O -0.71 2.32 -0.09  -0.569
3 O -2.28 -0.73 -0.60  -0.599
4 C 0.34 -0.65 0.03  -0.357
5 H -1.59 2.69 0.02  -0.168
6 H 0.85 -1.18 0.83  -0.008
7 H 0.34 -1.26 -0.88  0.007
8 H 0.83 0.30 -0.15  -0.011

Output
M: 79.02 g/mol
E_HOMO: -0.1262 Eh
F_max: 1.88 eV/Å
LUMO: 4.67 eV
Total charge: -1
Calculated total energy: -532.34614 Ha
Energy above the lowest of the compared OMol25 structures with the same formula, charge and spin: 219.4 kJ/mol


Molecular formula: C2H10CdF6NO9S2
Method: DFT, wB97M-V/def2-TZVPD

Each line ends with the Löwdin charge.
Element x y z (Å)
1 Cd 0.46 0.88 -0.60  1.291
2 S 0.99 -1.18 1.84  0.724
3 S -1.54 -0.73 1.55  0.586
4 F -2.74 -1.91 -0.47  0.127
5 F 0.11 -3.45 0.77  0.133
6 F -4.08 -0.93 0.96  0.142
7 F 1.90 -3.65 1.95  0.220
8 F -3.01 0.21 -0.41  0.200
9 F 2.11 -2.91 -0.01  0.101
10 O 2.17 0.01 -1.27  -0.083
11 O -0.57 0.07 -2.24  -0.084
12 O 1.58 1.98 0.77  -0.087
13 O -1.87 0.52 2.31  -0.314
14 O 2.28 -0.51 1.77  -0.310
15 O 0.89 2.51 -2.13  -0.073
16 O -1.23 2.13 -0.46  -0.098
17 O 0.63 -1.41 3.24  -0.246
18 O -1.69 -1.95 2.31  -0.256
19 N -0.24 -0.49 0.72  -0.417
20 C 1.30 -2.92 1.10  -0.648
21 C -2.90 -0.80 0.30  -0.725
22 H -1.43 -0.30 -2.42  0.083
23 H 0.32 2.41 -2.89  0.068
24 H -0.03 -0.18 -2.99  0.081
25 H 2.29 -0.85 -1.68  0.085
26 H 3.01 0.46 -1.40  0.095
27 H 0.88 3.45 -1.94  0.078
28 H 2.48 2.30 0.87  0.092
29 H -1.07 3.04 -0.69  0.073
30 H -2.18 2.04 -0.47  0.075
31 H 1.17 2.15 1.62  0.087

Output
M: 482.63 g/mol
E_HOMO: -0.4818 Eh
F_max: 7.74 eV/Å
LUMO: -4.05 eV
Total charge: +1
Calculated total energy: -2377.08531 Ha
Energy above the lowest of the compared OMol25 structures with the same formula, charge and spin: 86.1 kJ/mol


Molecular formula: C2HNO4
Method: DFT, wB97M-V/def2-TZVPD

Each line ends with the Löwdin charge.
Element x y z (Å)
1 O 2.74 0.71 -0.78  0.190
2 O -0.15 2.54 0.31  0.108
3 O -1.80 1.40 -0.49  0.118
4 O 1.25 0.65 1.08  0.196
5 N -0.68 1.53 -0.07  -0.383
6 C 1.79 0.77 -0.07  -0.399
7 C 0.25 0.41 -0.02  0.031
8 H -0.17 -0.54 -0.17  0.140

Output
M: 103.03 g/mol
E_HOMO: -0.4132 Eh
F_max: 4.13 eV/Å
LUMO: -0.65 eV
Calculated total energy: -432.35521 Ha
Energy above the lowest of the compared OMol25 structures with the same formula, charge and spin: 414.3 kJ/mol


Molecular formula: C29H38CuN6OTe
Method: DFT, wB97M-V/def2-TZVPD

Each line ends with the Löwdin charge.
Element x y z (Å)
1 Te -3.29 -1.32 -0.06  1.447
2 Cu 0.63 -0.47 -0.86  0.474
3 O 0.95 -1.90 -2.19  -0.154
4 N -0.76 -1.82 -0.76  -0.098
5 N 1.52 2.93 -2.86  -0.163
6 N 1.85 1.09 -1.40  0.128
7 N -0.14 0.86 0.48  0.108
8 N 0.19 2.67 -0.97  0.152
9 N -1.72 2.60 0.30  0.164
10 C -0.65 -3.70 -2.33  -0.154
11 C 1.25 2.17 -1.74  -0.404
12 C -1.58 -6.03 -3.52  -0.097
13 C -6.11 -1.48 1.20  -0.325
14 C -3.94 -2.07 -4.90  -0.267
15 C -1.89 0.23 -2.73  -0.082
16 C -9.53 0.19 0.98  -0.056
17 C -5.39 -0.82 0.19  -0.405
18 C -7.44 -1.15 1.44  -0.027
19 C -0.17 -2.44 -1.70  -0.629
20 C -3.54 -1.63 -2.15  -0.399
21 C -1.61 -4.47 -1.69  -0.042
22 C -2.08 -5.63 -2.28  -0.085
23 C 1.58 4.38 -2.78  -0.046
24 C -5.35 0.98 -1.62  -0.063
25 C -0.62 -5.26 -4.16  -0.087
26 C -2.86 -0.86 -3.10  -0.302
27 C 2.40 2.35 -3.86  -0.055
28 C -5.49 -2.57 2.05  -0.103
29 C -4.15 -2.30 -6.37  -0.051
30 C -5.19 -3.53 -1.66  -0.074
31 C -8.09 -0.17 0.71  -0.277
32 C -3.07 -1.09 -4.45  -0.017
33 C -4.41 -2.64 -2.59  -0.295
34 C -6.04 0.19 -0.53  -0.295
35 C -7.37 0.49 -0.27  -0.027
36 C -0.15 -4.10 -3.56  -0.024
37 C -4.60 -2.83 -3.95  -0.013
38 C -0.54 1.98 0.00  -0.496
39 H 0.60 -3.49 -4.04  0.110
40 H -2.53 -0.49 -5.17  0.117
41 H -4.63 -2.21 2.60  0.061
42 H -4.64 -3.75 -0.75  0.028
43 H 2.52 4.72 -2.32  0.099
44 H 0.76 4.81 -2.21  0.075
45 H -5.28 -3.61 -4.28  0.115
46 H 2.17 1.30 -3.99  0.097
47 H -1.99 -4.15 -0.73  0.089
48 H -4.32 1.22 -1.34  0.039
49 H 2.63 0.87 -2.02  0.072
50 H -1.78 0.93 -3.56  0.082
51 H -4.52 -1.40 -6.86  0.078
52 H -0.23 -5.57 -5.12  0.096
53 H -5.89 1.91 -1.81  0.074
54 H 1.52 4.79 -3.79  0.091
55 H -10.14 0.06 0.09  0.078
56 H 2.22 2.86 -4.80  0.092
57 H -2.83 -6.23 -1.78  0.100
58 H -0.34 3.39 -1.43  0.127
59 H -7.98 -1.68 2.21  0.109
60 H -3.22 -2.58 -6.87  0.079
61 H -1.78 3.61 0.25  0.104
62 H -5.42 -4.47 -2.17  0.078
63 H -0.90 -0.20 -2.52  0.039
64 H -6.22 -2.94 2.77  0.071
65 H -2.31 2.16 0.99  0.103
66 H -6.13 -3.07 -1.37  0.086
67 H 3.46 2.47 -3.60  0.100
68 H -2.21 0.77 -1.85  0.022
69 H -5.30 0.41 -2.55  0.083
70 H -9.62 1.23 1.30  0.078
71 H -5.15 -3.40 1.44  0.054
72 H -0.80 0.47 1.14  0.057
73 H -4.87 -3.10 -6.55  0.072
74 H -9.94 -0.44 1.77  0.071
75 H -1.95 -6.94 -3.98  0.096
76 H -7.85 1.28 -0.84  0.115

Output
M: 677.81 g/mol
E_HOMO (spin up / spin down): -0.2503 / -0.2543 Eh
F_max: 0.44 eV/Å
LUMO (spin up / spin down): -0.07 / -0.07 eV
Calculated total energy: -3440.13891 Ha
Energy above the lowest of the compared OMol25 structures with the same formula, charge and spin: 28.4 kJ/mol
Multiplicity: 2


Molecular formula: C3H2MgO2
Method: DFT, wB97M-V/def2-TZVPD

Each line ends with the Löwdin charge.
Element x y z (Å)
1 Mg 3.60 0.28 0.00  1.005
2 O -0.07 1.19 -0.05  0.029
3 O 1.64 -0.45 0.08  -0.069
4 C -0.86 -0.74 -0.09  0.078
5 C 0.49 -0.17 0.00  -0.362
6 C -1.30 0.54 -0.11  0.032
7 H -2.23 1.07 0.09  0.158
8 H -1.27 -1.72 0.10  0.128

Output
M: 94.35 g/mol
E_HOMO (spin up / spin down): -0.4469 / -0.5254 Eh
F_max: 2.04 eV/Å
LUMO (spin up / spin down): -4.84 / -5.17 eV
Total charge: +1
Calculated total energy: -465.75929 Ha
Energy above the lowest of the compared OMol25 structures with the same formula, charge and spin: 2.6 kJ/mol
Multiplicity: 2


Molecular formula: C6H12N2
Method: DFT, wB97M-V/def2-TZVPD

Each line ends with the Löwdin charge.
Element x y z (Å)
1 N 2.20 -1.12 -0.25  0.141
2 N -0.93 1.31 -1.37  0.067
3 C 0.38 0.74 0.46  -0.069
4 C 1.06 -0.74 0.56  -0.366
5 C 1.28 -1.11 2.01  -0.067
6 C -1.61 0.83 -2.34  0.048
7 C -1.96 0.05 0.60  0.206
8 C -0.99 0.67 -0.09  -0.288
9 H 0.45 1.18 1.50  0.148
10 H 1.01 1.47 -0.06  0.127
11 H 3.07 -0.64 0.04  0.127
12 H 0.35 -1.45 0.11  0.140
13 H 1.04 -0.41 2.83  0.094
14 H 0.91 -2.07 2.37  0.096
15 H 2.32 -1.14 2.31  0.080
16 H -2.26 -0.02 -2.35  0.084
17 H -2.99 -0.13 0.23  0.110
18 H -1.42 1.18 -3.37  0.103
19 H 2.08 -0.91 -1.24  0.112
20 H -1.84 -0.34 1.60  0.105

Output
M: 112.18 g/mol
E_HOMO (spin up / spin down): -0.5440 / -0.4937 Eh
F_max: 4.00 eV/Å
LUMO (spin up / spin down): -4.25 / -8.56 eV
Total charge: +1
Calculated total energy: -344.91355 Ha
Energy above the lowest of the compared OMol25 structures with the same formula, charge and spin: 300.0 kJ/mol
Multiplicity: 2


Molecular formula: C3H6N2O
Method: DFT, wB97M-V/def2-TZVPD

Each line ends with the Löwdin charge.
Element x y z (Å)
1 O 0.97 -0.14 1.30  -0.018
2 N -1.72 -0.58 0.34  0.008
3 N 2.49 0.75 -1.64  0.156
4 C 0.54 0.54 0.14  -0.383
5 C -0.67 -0.12 -0.55  -0.245
6 C 1.64 0.68 -0.85  -0.161
7 H -1.08 0.59 -1.28  0.123
8 H 0.28 1.54 0.48  0.151
9 H -1.37 -1.32 0.93  0.065
10 H -0.34 -0.99 -1.13  0.122
11 H 1.13 -1.07 1.09  0.106
12 H -2.06 0.16 0.95  0.077

Output
M: 86.09 g/mol
E_HOMO: -0.3697 Eh
F_max: 1.15 eV/Å
LUMO: 0.54 eV
Calculated total energy: -302.63833 Ha
Energy above the lowest of the compared OMol25 structures with the same formula, charge and spin: 143.8 kJ/mol


Q: F_max of number 2 (CH4O2P)?
A: 1.88 eV/Å


Q: F_max of number 4 (C2HNO4)?
A: 4.13 eV/Å